Formula: C23H52N7O6
Source: the Open Molecules 2025 dataset
Level of theory: ωB97M-V/def2-TZVPD

Each atom is followed by the atoms it is bonded to, with distances in Å.
CARTESIAN COORDINATES (ANGSTROEM)
1 C 3.492 4.077 0.774  C2 1.328, H19 1.162
2 C 3.021 4.375 -0.431  C1 1.328, C3 1.631
3 C 2.330 4.495 -1.904  C2 1.631, N4 1.500, H20 1.148, H21 1.170
4 N 0.857 4.314 -1.692  C3 1.500, C5 1.477, H22 1.044
5 C 0.089 4.277 -2.953  N4 1.477, N6 1.498, N12 1.346
6 N -1.285 4.871 -2.902  C5 1.498, C7 1.515, H23 1.045
7 C -2.305 3.801 -2.572  N6 1.515, C8 1.624, H24 1.163, H25 1.168
8 C -3.230 4.132 -1.279  C7 1.624, O9 1.477, C10 1.639, H26 1.152
9 O -3.421 2.852 -0.566  C8 1.477, H27 0.991
10 C -4.724 4.521 -1.829  C8 1.639, N11 1.502, H28 1.167, H29 1.166
11 N -4.639 5.926 -2.355  C10 1.502, H30 1.033, H31 1.032
12 N 0.501 3.728 -4.110  C5 1.346, C13 1.512, H32 1.047
13 C -0.323 3.670 -5.377  N12 1.512, C14 1.614, H33 1.149, H34 1.166
14 C -0.940 2.182 -5.472  C13 1.614, O15 1.294, N16 1.479
15 O -2.205 2.053 -5.233  C14 1.294
16 N -0.208 0.947 -5.825  C14 1.479, C17 1.498, C18 1.500
17 C -0.080 -0.005 -4.676  N16 1.498, H35 1.156, H36 1.154, H37 1.168
18 C 1.097 1.210 -6.514  N16 1.500, H38 1.148, H39 1.159, H40 1.169
19 H 3.459 3.810 1.905  C1 1.162
20 H 2.632 5.479 -2.411  C3 1.148
21 H 2.747 3.586 -2.512  C3 1.170
22 H 0.645 3.496 -1.079  N4 1.044
23 H -1.319 5.591 -2.145  N6 1.045
24 H -3.028 3.744 -3.482  C7 1.163
25 H -1.729 2.798 -2.409  C7 1.168
26 H -2.810 4.947 -0.582  C8 1.152
27 H -2.670 2.701 0.063  O9 0.991
28 H -5.541 4.377 -1.009  C10 1.167
29 H -5.054 3.829 -2.707  C10 1.166
30 H -4.100 6.461 -1.655  N11 1.033
31 H -5.613 6.256 -2.445  N11 1.032
32 H 1.449 3.288 -4.179  N12 1.047
33 H -1.119 4.495 -5.451  C13 1.149
34 H 0.422 3.859 -6.253  C13 1.166
35 H 0.953 0.002 -4.159  C17 1.156
36 H -0.887 0.137 -3.864  C17 1.154
37 H -0.217 -1.086 -5.098  C17 1.168
38 H 1.083 2.087 -7.256  C18 1.148
39 H 1.917 1.288 -5.700  C18 1.159
40 H 1.351 0.254 -7.136  C18 1.169
41 C 0.239 0.145 2.523  O42 1.420, H50 1.091, H51 1.093, H52 1.093
42 O 1.120 0.704 3.487  C41 1.420, C43 1.431
43 C 1.320 -0.130 4.633  O42 1.431, C44 1.533, H53 1.094, H54 1.093
44 C 2.739 -0.709 4.644  C43 1.533, N45 1.465, H55 1.095, H56 1.095
45 N 2.919 -1.705 3.584  C44 1.465, C46 1.465, H57 1.012
46 C 4.316 -2.079 3.354  N45 1.465, C47 1.540, H58 1.096, H59 1.095
47 C 5.287 -0.972 2.903  C46 1.540, O48 1.427, H60 1.096, H61 1.095
48 O 5.037 -0.472 1.591  C47 1.427, C49 1.422
49 C 4.018 0.517 1.520  O48 1.422, H62 1.092, H63 1.090, H64 1.091
50 H 0.000 0.918 1.791  C41 1.091
51 H 0.710 -0.691 1.999  C41 1.093
52 H -0.692 -0.189 2.988  C41 1.093
53 H 0.566 -0.920 4.703  C43 1.094
54 H 1.203 0.513 5.509  C43 1.093
55 H 2.931 -1.177 5.615  C44 1.095
56 H 3.434 0.129 4.524  C44 1.095
57 H 2.540 -1.342 2.718  N45 1.012
58 H 4.308 -2.850 2.574  C46 1.096
59 H 4.712 -2.554 4.258  C46 1.095
60 H 6.286 -1.420 2.859  C47 1.096
61 H 5.362 -0.153 3.626  C47 1.095
62 H 3.989 1.145 2.413  C49 1.092
63 H 3.053 0.039 1.348  C49 1.090
64 H 4.226 1.151 0.657  C49 1.091
65 C -3.012 -6.705 0.208  O66 1.420, H74 1.091, H75 1.093, H76 1.093
66 O -3.510 -5.682 1.058  C65 1.420, C67 1.430
67 C -3.569 -6.059 2.436  O66 1.430, C68 1.532, H77 1.094, H78 1.093
68 C -2.513 -5.306 3.251  C67 1.532, N69 1.464, H79 1.095, H80 1.095
69 N -1.161 -5.767 2.929  C68 1.464, C70 1.465, H81 1.012
70 C -0.099 -4.902 3.449  N69 1.465, C71 1.540, H82 1.096, H83 1.095
71 C -0.053 -3.446 2.948  C70 1.540, O72 1.428, H84 1.096, H85 1.095
72 O 0.292 -3.311 1.569  C71 1.428, C73 1.424
73 C -0.793 -3.492 0.666  O72 1.424, H86 1.092, H87 1.090, H88 1.091
74 H -3.183 -6.402 -0.825  C65 1.091
75 H -1.937 -6.847 0.351  C65 1.093
76 H -3.535 -7.649 0.381  C65 1.093
77 H -3.479 -7.141 2.570  C67 1.094
78 H -4.557 -5.765 2.797  C67 1.093
79 H -2.702 -5.460 4.318  C68 1.095
80 H -2.632 -4.239 3.032  C68 1.095
81 H -1.060 -5.826 1.924  N69 1.012
82 H 0.850 -5.376 3.176  C70 1.096
83 H -0.144 -4.901 4.543  C70 1.095
84 H 0.749 -2.942 3.500  C71 1.096
85 H -0.967 -2.889 3.178  C71 1.095
86 H -1.739 -3.137 1.081  C73 1.092
87 H -0.863 -4.541 0.380  C73 1.090
88 H -0.575 -2.921 -0.238  C73 1.091

The net charge is +1. As for the HOMO energy: -10.0 eV.